DFT (wB97M-V/def2-TZVPD) results for C39H39N9O18 as an isolated structure in a non-equilibrium geometry.

Positions of all 105 atoms, in Å:
C (0.3830, -0.0917, -0.7942)
N (0.4805, -0.5195, 0.6739)
O (1.1763, -1.4799, 0.9560)
O (-0.2239, 0.0714, 1.4755)
H (1.3515, -0.2926, -1.2523)
H (-0.0076, 0.9221, -0.7071)
H (-0.2947, -0.8038, -1.2651)
C (4.1530, -0.7349, 0.2190)
N (3.6644, -1.7553, -0.8081)
O (4.2262, -2.8183, -0.8847)
O (2.6777, -1.5130, -1.5358)
H (3.4684, -0.6160, 1.0588)
H (4.1291, 0.1861, -0.3634)
H (5.1687, -1.0161, 0.4973)
C (3.4164, 0.0473, -3.0727)
N (2.3280, 1.0411, -3.0355)
O (1.4484, 0.8827, -2.1774)
O (2.3404, 1.9247, -3.8496)
H (4.0345, 0.2074, -2.1893)
H (3.9995, 0.2801, -3.9637)
H (2.8980, -0.9106, -3.1145)
C (-1.6192, 1.8909, 3.8292)
C (-0.7863, 1.0794, 3.0760)
C (0.3311, 0.5156, 3.5720)
C (0.8157, 0.8283, 4.8480)
C (-0.0120, 1.6198, 5.6418)
C (-1.1912, 2.2178, 5.1180)
N (2.1531, 0.2850, 5.2409)
O (2.6397, 0.7732, 6.2791)
O (2.6901, -0.5926, 4.5334)
H (-2.5911, 2.2607, 3.5373)
H (-1.0961, 0.8746, 2.0619)
H (0.8670, -0.1405, 2.9020)
H (0.2136, 1.8377, 6.6753)
H (-1.8582, 2.8681, 5.6644)
C (1.3598, 3.9353, 3.6290)
C (0.6367, 3.6539, 2.4456)
C (0.9701, 2.5069, 1.6833)
C (2.0689, 1.7009, 2.1513)
C (2.6585, 2.0021, 3.4135)
C (2.3590, 3.1426, 4.1178)
N (2.4154, 0.4557, 1.3872)
O (3.0661, -0.4176, 1.9435)
O (2.2323, 0.4429, 0.1922)
H (0.8560, 4.7160, 4.1795)
H (-0.1626, 4.3366, 2.1976)
H (0.4873, 2.2574, 0.7501)
H (3.4793, 1.4019, 3.7776)
H (2.6779, 3.2087, 5.1475)
C (-3.1328, 2.9086, -3.2274)
C (-3.4052, 3.0251, -1.8739)
C (-2.4586, 3.0000, -0.9275)
C (-1.1392, 2.8687, -1.3092)
C (-0.8570, 2.7153, -2.7007)
C (-1.7990, 2.7014, -3.6604)
N (-0.0240, 2.9354, -0.3141)
O (-0.2832, 3.4227, 0.8132)
O (1.1083, 2.6089, -0.6765)
H (-3.9598, 3.0626, -3.9049)
H (-4.4187, 3.2714, -1.5935)
H (-2.7651, 3.0634, 0.1061)
H (0.1543, 2.5692, -3.0503)
H (-1.5785, 2.5329, -4.7042)
C (-3.4172, -1.8821, 2.8050)
C (-4.5225, -1.6926, 2.0168)
C (-4.4422, -1.1431, 0.7396)
C (-3.1983, -0.6753, 0.2638)
C (-2.0773, -0.8880, 1.1188)
C (-2.1519, -1.5104, 2.3832)
N (-3.0725, -0.1160, -1.0851)
O (-4.0750, 0.0244, -1.7176)
O (-2.0050, 0.3016, -1.4252)
H (-3.5509, -2.2534, 3.8103)
H (-5.4637, -2.1010, 2.3542)
H (-5.3369, -1.1787, 0.1359)
H (-1.1578, -0.5100, 0.6967)
H (-1.3173, -1.6653, 3.0510)
C (-0.4021, -3.9058, 0.8834)
C (-1.4833, -4.7695, 1.0104)
C (-2.6317, -4.4006, 0.3334)
C (-2.6593, -3.2734, -0.4428)
C (-1.5151, -2.4795, -0.6611)
C (-0.4342, -2.7698, 0.1029)
N (-3.9118, -2.8857, -1.0491)
O (-4.9378, -3.1498, -0.4422)
O (-3.7897, -2.2787, -2.1423)
H (0.5253, -4.1172, 1.3949)
H (-1.4839, -5.6420, 1.6469)
H (-3.5556, -4.9580, 0.2868)
H (-1.4786, -1.6902, -1.3973)
H (0.3772, -2.0633, 0.0083)
C (3.0265, -2.1085, -5.4801)
C (2.5810, -2.7335, -4.2949)
C (1.3937, -2.2792, -3.6791)
C (0.7394, -1.0914, -4.0879)
C (1.2826, -0.5057, -5.2691)
C (2.4372, -0.9695, -5.9380)
N (-0.3461, -0.4593, -3.3223)
O (-0.6203, -0.8648, -2.2043)
O (-0.9172, 0.4758, -3.8798)
H (3.8694, -2.4585, -6.0574)
H (2.9866, -3.6915, -4.0048)
H (1.0623, -2.8929, -2.8545)
H (0.8847, 0.4366, -5.6156)
H (2.8698, -0.5421, -6.8305)

* F_max: 15.75 eV Å⁻¹
* E_LUMO: -1.766 eV
* DFT total energy: -91279.2928 eV
* frontier orbital gap: 0.23988 Eh

Atomic partial charges in e from the Löwdin method, atoms 1 to 2: C 0.010; N -0.303